(1)
ORCA calculation (ωB97M-V/def2-TZVPD) on C42H41ClO2P2Sr as an isolated structure.

Properties
Strongest force on any atom   5.7 eV Å⁻¹
LUMO level (alpha / beta)   0.1 / 0.0 eV
Orbital gap (alpha / beta)   4.00 / 3.90 eV

Geometry as ORCA input:
```
! RIJCOSX wB97M-V def2-TZVPD def2/J DEFGRID3
* xyz 0 1
Sr -0.0584 2.3465 -2.6135
Cl -1.9410 0.1984 8.2016
P -2.1569 -0.8070 0.5936
P 2.3885 -0.3076 0.9162
O -0.9370 1.6450 1.6510
O -1.9717 -0.3676 2.1575
C 3.0395 3.9279 -0.6907
C -3.5100 -3.0432 1.7722
C 0.1687 2.5199 -5.2424
C -1.2639 0.7879 2.4566
C -1.1063 -0.6833 5.8247
C 2.2270 -0.3856 2.6974
C 1.3870 2.2481 -4.3727
C -4.0387 2.5676 -0.6769
C 2.4469 3.7458 0.5595
C 2.4281 2.4845 1.1522
C -5.1987 1.6070 1.2382
C -1.6530 1.7099 5.9923
C -4.9295 2.7050 0.3989
C -1.3755 0.8988 -4.1359
C -3.1702 -4.3642 -0.7373
C -3.3464 1.3705 -0.8665
C 0.8190 -0.4664 -0.0191
C 5.9598 -3.1797 -0.0287
C 2.9293 1.3703 0.4597
C 3.6436 2.8446 -1.3321
C 5.1863 -0.9354 0.5073
C 6.2291 -1.8213 0.1840
C -0.8045 0.0899 -3.1799
C 1.6620 1.0768 -3.7434
C 1.4425 -0.3310 -4.2353
C 3.6106 -2.7583 0.4429
C 0.2449 -0.9444 -3.4692
C 3.8393 -1.3711 0.5462
C -4.4907 0.4187 1.0652
C -2.9337 -2.3836 0.6643
C 3.6348 1.5828 -0.7380
C -2.7458 -3.0509 -0.5635
C -3.7411 -5.0158 0.3665
C -0.3935 -1.0845 0.2164
C -1.0650 0.7392 3.8948
C -1.5268 0.4384 6.5674
C -3.9101 -4.3838 1.6090
C -0.7598 1.2792 -5.4440
C -0.8450 -0.5119 4.4781
C -1.4170 1.8761 4.6250
C -3.4054 0.3725 0.1426
C 4.6453 -3.6480 0.1281
H -0.4897 -1.3315 3.8506
H 2.2135 1.0634 -2.7811
H 4.1485 2.9879 -2.2929
H 5.4464 0.1050 0.7149
H -0.9782 -1.6625 6.2825
H -0.3521 -2.2045 0.3784
H 1.3387 -0.4157 -5.3287
H 3.0681 4.9163 -1.1539
H -1.5120 2.8319 4.1094
H -1.3621 -0.1009 -2.2173
H 1.9967 4.5990 1.0783
H -2.4491 1.1500 -4.0432
H -2.7787 1.1908 -1.8038
H 2.3299 -0.9340 -3.9800
H 1.9175 3.1732 -4.0374
H 1.6273 0.4477 3.0806
H -4.3306 -4.9515 2.4599
H -0.4951 3.3351 -4.8279
H 3.2117 -0.3558 3.1889
H -0.2226 0.4883 -5.9916
H -5.9277 1.6847 2.0508
H -0.2150 -1.8091 -3.9821
H -2.1982 -2.5484 -1.3617
H -3.6134 -2.5511 2.7429
H 1.7401 -1.3317 2.9632
H 0.6043 -1.3344 -2.4998
H 4.4243 -4.7127 0.0054
H 7.2622 -1.4622 0.0991
H 0.4729 2.9586 -6.2023
H 6.7630 -3.8770 -0.2868
H -1.5727 1.5791 -6.1371
H -4.0522 -6.0507 0.2489
H 2.5988 -3.1326 0.6094
H -1.9561 2.5503 6.6112
H 1.0622 -0.1414 -1.0488
H -3.0559 -4.8502 -1.7147
H 1.9914 2.3668 2.1450
H -3.8975 3.3904 -1.3914
H -4.7393 -0.4816 1.6660
H -5.4179 3.6600 0.5974
H 4.1622 0.7541 -1.2208
*
```

---

(2)
ORCA calculation (ωB97M-V/def2-TZVPD) on a 11-piece molecular cluster, C22H66O11 overall.

Properties
Strongest force on any atom   1.1 eV Å⁻¹
LUMO level   0.4 eV
Structure (SMILES)   CCO.CCO.CCO.CCO.CCO.CCO.CCO.CCO.CCO.CCO.CCO
Orbital gap   9.91 eV
Relative energy (zero: lowest compared OMol25 entry of this formula, charge and spin)   205.2 kJ/mol

Geometry as ORCA input:
```
! RIJCOSX wB97M-V def2-TZVPD def2/J DEFGRID3
* xyz 0 1
O 4.2963 2.5457 -2.5973
O 3.2063 1.2405 -0.1042
O -0.7576 1.2525 -3.3601
O 1.4497 -5.2089 2.8233
O 0.2589 4.0321 -1.1291
O -5.8046 3.1706 -1.2946
O 1.3227 -4.5909 -0.4397
O 0.7178 1.4353 5.4212
O 0.5166 1.3908 -0.3506
O -3.7341 -0.5182 0.6643
O -1.1355 -5.4389 0.8239
C -0.5600 1.0833 0.5314
C -0.3094 -0.2430 1.2320
C 2.4835 -2.4755 -0.9332
C 2.4576 5.0025 -0.6249
C -5.0035 0.1518 0.6627
C 3.9342 1.5012 -3.5029
C 5.4921 0.7314 0.3354
C -0.8165 -0.1112 -3.7871
C 1.0169 1.7886 4.0733
C 0.9745 -4.3595 3.8665
C 2.4649 1.1712 -3.3735
C -6.0048 -0.5873 -0.2149
C 0.4253 -3.0549 3.3395
C 4.0816 0.4494 0.7298
C -2.4796 -5.0664 0.5137
C 0.9539 5.0070 -0.3352
C 1.3630 -3.1811 -0.1803
C -3.8103 2.2110 -2.2866
C -2.6098 -3.6010 0.1507
C -4.4922 3.4700 -1.8016
C 2.2843 1.1172 3.6535
C -1.4178 -0.9798 -2.7100
H 4.2067 1.8349 -4.5055
H -2.3968 -0.6254 -2.3825
H -2.3305 -2.9573 0.9886
H 0.4493 2.3438 -0.5309
H 1.2012 -2.4371 2.8776
H -6.1032 -1.6192 0.1369
H -4.8982 1.1903 0.3609
H -3.0383 -5.2668 1.4277
H -3.9168 3.9390 -0.9942
H -0.7110 -1.0021 0.5552
H 1.4632 -3.0277 0.8980
H -2.8211 -5.7078 -0.3026
H -2.8999 2.5086 -2.8026
H 2.6181 4.7154 -1.6666
H 0.0051 -2.4742 4.1647
H 1.1523 2.8732 3.9821
H 3.1376 1.5764 4.1510
H -0.0930 4.4381 -1.9244
H 0.2232 1.4647 3.3915
H 6.1647 0.1299 0.9487
H 2.4197 1.3897 2.5983
H -0.3089 -3.2477 2.5539
H 5.7308 1.7724 0.5782
H -0.9245 -0.3649 2.1236
H 2.8765 6.0083 -0.5331
H -5.4292 0.1522 1.6754
H 3.4070 -3.0578 -0.8546
H -0.7605 1.9057 1.2339
H -6.9989 -0.1429 -0.1162
H -0.1862 1.6683 5.6459
H 0.5641 6.0056 -0.5388
H 2.1600 0.4154 -4.0976
H 0.4087 -2.7446 -0.4726
H 0.2016 -4.8734 4.4499
H 0.7810 4.7626 0.7127
H 3.9854 2.2535 -1.7336
H 2.2161 0.0391 3.7530
H 1.9002 2.0843 -3.5777
H 0.7550 -0.3662 1.4195
H 3.0325 4.3429 0.0213
H -0.4985 -4.9636 0.2696
H -1.9543 -3.3387 -0.6837
H -6.0364 3.8998 -0.7131
H -3.5439 1.6380 -1.3944
H -3.6282 -3.3360 -0.1459
H 2.2927 1.0220 0.1191
H -1.5140 0.9899 -0.0103
H 1.8478 -4.9960 0.2587
H 2.6222 -1.4632 -0.5539
H -3.8926 -1.3131 1.1824
H 3.8354 -0.6091 0.5849
H 5.6754 0.6023 -0.7285
H 0.1929 -0.4806 -3.9822
H -0.7739 -0.9277 -1.8205
H -4.4474 1.5994 -2.9204
H 0.7194 -5.7354 2.4833
H -1.4547 -0.1156 -4.6676
H 2.2884 -2.4542 -2.0085
H -5.7374 -0.5837 -1.2704
H 2.2418 0.8760 -2.3491
H -4.5148 4.2097 -2.6157
H 1.8176 -4.1969 4.5402
H -0.5475 1.1928 -2.4159
H 4.5200 0.5802 -3.3418
H -1.4490 -2.0284 -3.0117
H 3.9315 0.6973 1.7853
*
```

---

(3)
ORCA calculation (ωB97M-V/def2-TZVPD) on one molecule with the formula CH5NO2S.

Properties
Strongest force on any atom   2.8 eV Å⁻¹
LUMO level   0.6 eV
Structure (SMILES)   CN(S)OO
Orbital gap   9.62 eV
Relative energy (zero: lowest compared OMol25 entry of this formula, charge and spin)   541.2 kJ/mol

Geometry as ORCA input:
```
! RIJCOSX wB97M-V def2-TZVPD def2/J DEFGRID3
* xyz 0 1
S -1.6398 1.0413 -0.4298
O 0.2654 -0.6402 -1.2258
O -0.2895 -1.9139 -0.6827
N 0.1452 0.3882 -0.4420
C 0.7541 0.2913 0.8591
H 1.8135 0.0857 0.6824
H 0.3309 -0.5130 1.4658
H 0.6438 1.2462 1.3646
H -0.7834 -2.2643 -1.4376
H -1.2400 2.2786 -0.1541
*
```

---

(4)
ORCA calculation (ωB97M-V/def2-TZVPD) on C2HCl2NS as an isolated structure.

Properties
Strongest force on any atom   3.6 eV Å⁻¹
LUMO level   -1.6 eV
Orbital gap   8.23 eV
Relative energy (zero: lowest compared OMol25 entry of this formula, charge and spin)   185.3 kJ/mol

Geometry as ORCA input:
```
! RIJCOSX wB97M-V def2-TZVPD def2/J DEFGRID3
* xyz 0 1
Cl 1.2864 -0.5152 1.6778
Cl -1.3299 0.4981 1.7373
S 0.6408 1.4273 -0.6083
N -0.4229 -1.6705 -1.3444
C -0.0911 -0.2179 0.7724
C -0.2576 -1.0253 -0.3874
H 0.1743 1.5035 -1.8474
*
```

---

(5)
ORCA calculation (ωB97M-V/def2-TZVPD) on one molecule with the formula C16H16ClN3O2S.

Properties
Strongest force on any atom   15.2 eV Å⁻¹
LUMO level   0.2 eV
Structure (SMILES)   COc1ccc(CC(=O)NNC(=S)Nc2ccccc2)cc1Cl
Orbital gap   8.63 eV
Relative energy (zero: lowest compared OMol25 entry of this formula, charge and spin)   1375.7 kJ/mol

Geometry as ORCA input:
```
! RIJCOSX wB97M-V def2-TZVPD def2/J DEFGRID3
* xyz 0 1
Cl 4.9212 -1.7039 -1.3578
S -2.5083 2.6165 0.7741
O 4.7197 0.5474 -2.9085
O 0.5400 -1.0992 2.1330
N -3.7061 0.4364 0.8717
N -1.4853 0.4210 0.9799
N -0.2364 0.8970 0.9974
C 2.1068 0.8527 1.8439
C -4.1170 -0.8208 0.5660
C -4.8599 -3.5627 0.5941
C 2.9101 1.0000 0.8481
C -5.7254 -2.6852 1.1531
C 4.1597 -0.3096 -1.0065
C 0.6617 0.3446 1.7246
C 3.4427 -0.2611 0.1765
C -3.4442 -1.8081 -0.0252
C 2.8665 2.0713 -0.1074
C -3.8382 -3.2135 -0.3901
C -5.1789 -1.3537 1.3219
C 3.4072 2.1430 -1.4638
C 4.9227 1.7211 -3.6998
C 4.1059 0.8277 -1.7593
C -2.4919 1.1133 0.9242
H 4.0371 1.9632 -3.9177
H -2.4865 -1.2893 -0.4946
H -6.7088 -2.8453 1.6558
H -0.1194 1.8859 1.0884
H -1.5053 -0.7224 1.2657
H -5.1909 -4.4928 0.4742
H -3.2109 -3.9580 -0.7220
H 2.6229 0.4755 2.7763
H 5.4519 2.5658 -3.3233
H -4.5407 1.2110 0.7523
H 3.5200 -1.3253 0.8982
H -5.9705 -0.6273 1.6790
H 1.8209 2.0694 2.2934
H 3.4153 2.8414 -2.1505
H 2.2821 2.6862 0.1215
H 5.4100 1.3878 -4.5865
*
```

---

(6)
ORCA calculation (ωB97M-V/def2-TZVPD) on one molecule with the formula C4H4N2O.

Properties
Strongest force on any atom   0.3 eV Å⁻¹
LUMO level   0.4 eV
Structure (SMILES)   O=c1cc[nH]cn1
Orbital gap   9.71 eV
Relative energy (zero: lowest compared OMol25 entry of this formula, charge and spin)   20.0 kJ/mol

Geometry as ORCA input:
```
! RIJCOSX wB97M-V def2-TZVPD def2/J DEFGRID3
* xyz 0 1
O 2.3414 -1.3112 -0.3993
N 0.1156 -1.5981 0.0554
N -1.2250 0.3324 -0.0217
C 1.1021 0.6446 0.0844
C -0.1340 1.1726 0.0589
C 1.2762 -0.8059 -0.1133
C -1.0264 -1.0181 0.0605
H -1.9349 -1.6112 0.1617
H -2.1491 0.6955 -0.1868
H 1.9856 1.2654 0.1779
H -0.3517 2.2340 0.1223
*
```